(1)
Density functional theory data (ωB97M-V with the def2-TZVPD basis set) for a 2-piece molecular cluster, C10H18N2 overall in a non-equilibrium geometry.

Properties
- LUMO level: -0.43 eV
- ΔE to the lowest compared entry with this formula, charge and spin: 115.2 kcal per mole
- Kohn-Sham gap: 0.285 Eh
- SMILES string: CC(C)=C(C)C(C)C.N=C=C=N

ORCA input file:
```
! RIJCOSX wB97M-V def2-TZVPD def2/J DEFGRID3
* xyz 0 1
C 0.503 -1.713 1.738
C 0.387 -0.354 1.214
C 0.203 0.660 2.240
C 0.541 -0.069 -0.143
C 1.059 -1.167 -1.030
C 0.504 1.269 -0.707
C 1.839 1.777 -1.164
C -0.627 1.248 -1.889
H 1.627 -1.975 1.932
H -0.007 -2.467 1.108
H 0.167 -1.738 2.804
H 1.126 1.083 2.819
H -0.660 0.293 2.902
H -0.222 1.521 1.781
H 1.381 -2.014 -0.349
H 1.812 -0.820 -1.732
H 0.291 -1.585 -1.680
H 0.158 1.868 0.100
H 2.674 1.576 -0.443
H 1.793 2.807 -1.285
H 2.073 1.340 -2.168
H -0.743 2.277 -2.088
H -1.473 0.566 -1.547
H -0.278 0.615 -2.619
N -2.890 0.452 1.267
C -2.547 -0.340 0.383
C -2.102 -1.303 -0.326
N -1.773 -2.155 -1.186
H -2.819 0.096 2.222
H -1.998 -1.748 -2.154
*
```


(2)
Density functional theory data (ωB97M-V with the def2-TZVPD basis set) for one molecule with the formula C5H8O2S in a non-equilibrium geometry.

Properties
- LUMO level: 0.70 eV
- ΔE to the lowest compared entry with this formula, charge and spin: 34.3 kcal per mole
- Kohn-Sham gap: 0.382 Eh
- SMILES string: CCSC(=O)[C@@H]1CO1

ORCA input file:
```
! RIJCOSX wB97M-V def2-TZVPD def2/J DEFGRID3
* xyz 0 1
C -2.833 0.937 0.551
C -2.350 -0.164 -0.344
S -0.876 -1.073 0.095
C 0.351 0.028 -0.270
O 0.084 1.104 -0.732
C 1.745 -0.457 0.207
C 2.670 0.533 0.752
O 2.827 -0.001 -0.546
H -3.038 0.533 1.555
H -2.074 1.752 0.604
H -3.798 1.344 0.152
H -2.236 0.182 -1.388
H -3.075 -0.981 -0.307
H 1.726 -1.529 0.503
H 2.335 1.550 0.748
H 3.390 0.233 1.456
*
```


(3)
Density functional theory data (ωB97M-V with the def2-TZVPD basis set) for H24O12 as an isolated structure in a non-equilibrium geometry.

Properties
- LUMO level: -0.69 eV
- ΔE to the lowest compared entry with this formula, charge and spin: 144.0 kcal per mole
- Kohn-Sham gap: 0.309 Eh

ORCA input file:
```
! RIJCOSX wB97M-V def2-TZVPD def2/J DEFGRID3
* xyz 0 1
O 0.655 -2.251 2.308
H 1.349 -2.984 2.377
H 0.343 -2.330 1.420
O 0.190 -2.553 -0.412
H 0.982 -3.126 -0.778
H -0.470 -3.293 -0.589
O 0.022 0.334 0.338
H 0.997 0.376 0.481
H -0.168 -0.622 -0.213
O -1.256 1.322 3.695
H -1.060 1.181 2.689
H -2.197 1.536 3.587
O 2.560 -0.175 1.106
H 2.731 0.421 1.841
H 3.118 -0.930 1.263
O 3.474 0.450 -1.598
H 4.328 0.792 -1.633
H 3.364 0.092 -0.677
O 1.056 1.357 -2.646
H 2.101 1.028 -2.324
H 0.690 1.641 -1.859
O -0.354 -0.310 -3.167
H -1.245 -0.326 -2.899
H 0.032 0.608 -2.878
O 0.685 2.916 2.021
H 1.540 2.852 2.282
H 0.837 3.046 1.023
O -2.961 0.169 -1.703
H -2.610 -0.586 -1.267
H -3.688 -0.065 -2.189
O -2.249 2.163 0.080
H -2.758 1.701 -0.473
H -1.297 1.865 0.471
O -3.075 -1.979 -0.106
H -3.250 -1.824 0.708
H -2.416 -2.498 -0.279
*
```